1.
Computed, not measured: a cluster of 11 separate species, C38H64Cl21NO4 in total in a non-equilibrium geometry, with wB97M-V/def2-TZVPD.

```
128
Properties=species:S:1:pos:R:3:forces:R:3
C -10.4265 3.5519 1.3408 0.785 -0.328 0.242
C -8.7942 3.5277 1.3042 -1.844 -0.674 0.278
O -8.3534 4.1139 0.0577 0.982 0.573 1.782
C -7.4069 5.1886 0.2466 0.305 1.107 -1.316
C -6.2948 5.1415 -0.9384 -1.188 1.033 0.917
N -5.3640 3.9798 -0.8230 1.187 1.510 -0.443
C -4.3885 4.1560 0.2483 2.636 -0.226 1.862
O -4.4252 4.8079 1.3194 -1.138 -1.724 -3.730
C -3.0567 3.3814 -0.1423 0.697 -1.325 -2.607
C -1.7875 3.0421 0.6721 -1.010 -0.769 -3.920
C -0.6677 2.2601 -0.0637 -3.740 1.578 -1.525
C -0.8558 1.9005 -1.5851 -2.012 1.109 1.397
C 0.3815 1.0930 -2.2489 -0.389 1.680 1.015
O 0.9651 0.2958 -1.1877 -1.240 -0.566 -1.041
C 0.1509 -0.8576 -0.8697 -0.587 -1.698 1.363
C -0.0013 -1.0867 0.7328 0.469 0.203 -0.142
C -2.1559 2.2754 -2.3861 0.227 0.426 2.278
C -2.3265 1.9159 -3.9434 -0.091 0.375 -0.126
C -1.9624 3.1476 -4.9168 0.208 0.142 -0.225
C -0.3885 3.3134 -5.1990 -0.922 0.774 -1.168
Cl 0.4207 4.3893 -3.9089 -0.437 -1.077 -0.857
C -3.2819 3.0160 -1.6315 3.198 -0.768 2.135
C -4.7182 3.5169 -2.0810 0.348 -0.758 -1.065
O -5.2254 3.5016 -3.2311 1.677 0.296 4.523
H -10.8017 2.5618 1.7723 0.419 1.349 -0.666
H -10.7938 4.3807 2.0332 0.405 -0.987 -1.158
H -10.8090 3.6837 0.2753 0.431 -0.151 1.523
H -8.4553 4.0768 2.2438 0.010 -0.652 -1.433
H -8.4579 2.4345 1.3390 -0.254 1.544 -0.015
H -7.9614 6.1939 0.0840 0.830 -1.429 0.248
H -6.9360 5.2461 1.2822 -0.505 -0.486 -1.438
H -6.8450 5.1454 -1.9389 0.964 -0.310 1.386
H -5.6837 6.1175 -0.8367 -0.943 -1.440 -0.256
H -1.7591 3.3864 1.7560 0.132 -0.678 -1.646
H 0.2548 1.9873 0.5398 -1.295 0.312 -1.269
H 0.0853 0.4955 -3.1742 0.369 0.691 1.319
H 1.1700 1.8979 -2.5070 -1.181 -1.462 0.193
H 0.6506 -1.8267 -1.2602 -0.682 1.601 0.257
H -0.9083 -0.8267 -1.2932 1.481 0.383 0.245
H 0.9225 -1.6430 1.1518 -1.989 1.023 -1.102
H -0.0581 -0.0978 1.3016 0.060 -1.315 -0.923
H -0.9629 -1.6626 0.9970 1.517 0.718 -0.626
H -1.6654 1.0349 -4.2730 -0.974 1.224 0.764
H -3.4141 1.6190 -4.1969 1.722 0.503 0.781
H -2.4567 2.9856 -5.9501 0.885 0.038 1.724
H -2.4071 4.1390 -4.5283 0.843 -1.577 -0.468
H -0.2658 3.9096 -6.1813 -0.142 -0.917 1.688
H 0.1660 2.3304 -5.3557 -0.696 1.310 0.701
Cl 2.1997 -1.9374 2.9239 0.452 -0.134 0.470
C 3.1493 -0.6608 3.7290 0.269 0.209 0.228
C 2.2746 0.2914 4.5184 0.193 -0.115 0.207
Cl 1.2584 1.3036 3.4610 -0.024 0.017 -0.144
H 3.7275 -0.1370 2.9657 -0.142 -0.069 0.038
H 3.8491 -1.1643 4.3998 -0.105 0.029 -0.016
H 2.8999 0.9714 5.1008 0.006 -0.069 -0.125
H 1.6170 -0.2420 5.2093 0.261 0.457 -0.414
Cl -3.9985 -1.4479 -5.3047 0.098 0.032 0.091
C -5.4188 -0.8603 -6.2086 -0.196 -0.061 -0.033
C -5.0250 -0.0094 -7.3979 -0.175 -0.206 -0.040
Cl -4.3215 1.5509 -6.9017 -0.043 -0.044 -0.052
H -6.0577 -0.3104 -5.5151 0.175 0.018 -0.058
H -5.9664 -1.7461 -6.5466 0.339 0.396 0.258
H -5.9060 0.2180 -7.9978 0.104 -0.021 0.160
H -4.3018 -0.5200 -8.0361 -0.033 0.066 0.145
Cl -6.9890 -2.3131 -8.5454 -0.286 -0.195 -0.446
C -8.4162 -1.7455 -9.4521 -0.270 0.009 -0.204
C -8.0363 -0.9068 -10.6565 -0.115 -0.198 -0.073
Cl -7.3438 0.6667 -10.1912 0.005 0.014 -0.028
H -9.0563 -1.1926 -8.7626 0.177 -0.006 -0.067
H -8.9566 -2.6365 -9.7779 0.100 0.087 -0.031
H -8.9251 -0.6958 -11.2546 0.040 -0.032 0.136
H -7.3128 -1.4206 -11.2915 -0.027 0.068 0.162
Cl 0.7405 -1.9789 6.1792 -0.231 -0.496 0.266
C -0.2721 -2.3088 7.6075 -0.204 -0.072 0.228
C -0.7247 -1.0349 8.2923 -0.200 -0.098 -0.056
Cl 0.6254 -0.1790 9.0782 0.032 0.026 -0.051
H 0.2953 -2.9501 8.2841 0.008 0.166 -0.086
H -1.1408 -2.8693 7.2561 0.050 0.132 0.003
H -1.4473 -1.2727 9.0756 0.108 -0.054 -0.071
H -1.1985 -0.3474 7.5893 0.150 -0.075 0.027
Cl 6.4768 -2.3535 2.4192 -0.021 0.172 0.090
C 6.4006 -4.1352 2.3696 -0.208 -0.014 0.206
C 5.0612 -4.6573 2.8443 0.028 -0.142 -0.397
Cl 4.8177 -4.3944 4.5887 -0.069 0.180 0.063
H 7.2281 -4.5288 2.9709 -1.066 0.890 -0.335
H 6.5668 -4.4309 1.3315 -0.035 -0.016 0.099
H 5.0014 -5.7346 2.6742 0.139 0.079 0.036
H 4.2340 -4.1824 2.3131 0.081 0.048 0.164
Cl 4.6304 0.9767 -1.5867 -0.005 0.045 -0.074
C 3.9218 -0.4462 -0.7815 -0.071 -0.416 0.147
C 4.9041 -1.5961 -0.6829 -0.024 0.196 0.233
Cl 5.2665 -2.3101 -2.2751 0.037 -0.014 -0.074
H 3.0221 -0.7304 -1.3285 0.196 0.136 0.042
H 3.6240 -0.1265 0.2193 0.041 -0.050 -0.079
H 4.4796 -2.3928 -0.0684 -0.043 0.125 -0.053
H 5.8458 -1.2830 -0.2301 -0.110 -0.036 -0.139
Cl 9.1188 4.4410 -4.4623 0.028 0.040 0.008
C 8.1971 3.4519 -3.3018 -0.126 -0.189 0.113
C 6.7693 3.9348 -3.1460 -0.040 -0.242 -0.038
Cl 6.6793 5.5126 -2.3240 0.012 0.035 -0.022
H 8.7308 3.4615 -2.3501 -0.090 0.110 -0.121
H 8.2021 2.4294 -3.6847 -0.084 0.113 0.005
H 6.2040 3.2275 -2.5350 0.143 0.058 -0.029
H 6.2684 4.0265 -4.1110 0.138 0.062 0.099
Cl 6.6310 -8.4931 4.4528 -0.083 -0.141 -0.035
C 6.0069 -7.5745 5.8457 0.024 0.176 0.228
C 6.7956 -7.8478 7.1103 -0.017 0.215 -0.049
Cl 6.5448 -9.5050 7.7147 0.031 -0.046 -0.003
H 4.9511 -7.8218 5.9684 0.165 -0.065 -0.011
H 6.0804 -6.5178 5.5848 0.068 -0.122 0.062
H 6.4705 -7.1700 7.9023 -0.044 -0.059 -0.119
H 7.8659 -7.7020 6.9555 -0.141 -0.093 -0.056
Cl 8.5988 -5.9489 3.0260 1.003 -0.931 0.038
C 9.4208 -7.2596 2.1421 0.285 -0.285 -0.062
C 8.8972 -7.4085 0.7281 0.189 0.060 -0.008
Cl 7.2274 -8.0280 0.6921 -0.046 0.070 0.018
H 9.3018 -8.1808 2.7154 -0.126 0.137 -0.060
H 10.4832 -7.0081 2.1196 -0.117 0.026 -0.064
H 9.5123 -8.1247 0.1796 -0.039 0.037 0.135
H 8.9182 -6.4595 0.1897 -0.057 -0.086 0.126
Cl -3.2280 3.8900 4.6579 0.019 -0.030 0.014
C -1.7695 4.7480 5.2138 0.135 0.123 0.052
C -0.5450 3.8555 5.2069 -0.006 0.249 -0.162
Cl -0.6321 2.5848 6.4521 0.026 -0.066 0.026
H -1.9704 5.1478 6.2092 0.016 -0.145 -0.097
H -1.6189 5.5886 4.5332 0.038 -0.131 0.010
H 0.3466 4.4481 5.4223 -0.120 -0.025 0.022
H -0.4058 3.3718 4.2391 -0.097 -0.003 0.175
```
Positions in Å, forces in eV/Å.

Values from the calculation:
* SMILES string: CCOCCN1C(=O)c2ccc(COCC)c(CCCCl)c2C1=O.ClCCCl.ClCCCl.ClCCCl.ClCCCl.ClCCCl.ClCCCl.ClCCCl.ClCCCl.ClCCCl.ClCCCl
* orbital gap: 8.18 eV
* highest occupied orbital energy: -8.68 eV
* E_tot: -11505.88326 hartree

Here are the Löwdin charges for atoms 1 to 99, given in e: C -0.09; C -0.24; O -0.19; C -0.18; C -0.11; N 0.02; C -0.31; O 0.04; C -0.02; C 0.03; C 0.03; C -0.06; C -0.17; O -0.25; C -0.24; C -0.11; C -0.04; C -0.17; C -0.26; C -0.52; Cl 0.47; C 0.02; C -0.27; O 0.06; H 0.07; H 0.07; H 0.08; H 0.12; H 0.12; H 0.13; H 0.11; H 0.14; H 0.14; H 0.08; H 0.08; H 0.12; H 0.12; H 0.12; H 0.12; H -0.04; H 0.03; H 0.09; H 0.10; H 0.08; H 0.05; H 0.12; H 0.08; H 0.08; Cl 0.61; C -0.62; C -0.66; Cl 0.60; H 0.06; H 0.06; H 0.08; H -0.06; Cl 0.54; C -0.69; C -0.69; Cl 0.61; H 0.08; H -0.02; H -0.01; H 0.07; Cl 0.65; C -0.62; C -0.65; Cl 0.58; H 0.08; H 0.07; H 0.07; H 0.07; Cl 0.62; C -0.63; C -0.66; Cl 0.54; H 0.07; H 0.08; H 0.07; H 0.05; Cl 0.57; C -0.71; C -0.63; Cl 0.57; H -0.09; H 0.07; H 0.07; H 0.04; Cl 0.57; C -0.66; C -0.69; Cl 0.54; H 0.05; H 0.07; H 0.05; H 0.04; Cl 0.53; C -0.67; C -0.67

=====

2.
Computed, not measured: a structure of composition C30H33BHoN8O5S4, with wB97M-V/def2-TZVPD.

```
82
Properties=species:S:1:pos:R:3:forces:R:3
Ho -0.1878 0.0260 0.4431 -0.030 0.418 -0.350
N -1.3300 2.0626 2.1772 0.218 0.092 0.160
C -0.3069 3.0987 2.2699 -0.118 -0.163 -0.020
C 1.0795 2.4737 2.1052 -0.029 -0.089 0.014
O 2.0574 3.2079 2.1717 0.060 -0.096 0.037
O 1.0761 1.2072 1.8735 0.315 0.134 -0.053
H -2.2586 2.4480 2.0687 -0.040 -0.012 -0.089
H -1.3203 1.4938 3.0147 -0.062 -0.054 0.026
H -0.3123 3.6688 3.2016 0.008 0.069 0.044
H -0.4368 3.8076 1.4506 -0.020 0.017 -0.024
C 3.0347 0.9949 -3.5470 -0.032 -0.067 -0.037
N 1.9738 0.0562 -3.8418 -0.016 -0.009 0.022
C 1.3645 -0.0679 -5.0770 0.094 0.063 0.074
C 0.6046 -1.1783 -5.0154 -0.067 -0.073 0.075
N 0.7481 -1.7452 -3.7662 0.061 -0.103 -0.064
B 0.3365 -3.2568 -3.5920 -0.018 -0.010 0.069
N 0.0814 -3.6958 -2.1240 -0.038 -0.030 -0.107
C 0.5670 -4.8792 -1.6063 0.053 0.143 -0.058
C -0.0081 -5.0847 -0.4045 -0.109 0.015 0.051
N -0.8625 -4.0197 -0.1929 0.000 0.039 0.073
C -1.7205 -3.8448 0.9630 0.015 -0.021 -0.032
C -0.7817 -3.1667 -1.2449 0.046 -0.223 0.019
S -1.6400 -1.6926 -1.3982 0.022 -0.070 -0.005
C 1.5767 -0.9791 -3.0345 -0.043 0.243 -0.173
S 2.0506 -1.1851 -1.4062 0.079 -0.102 0.158
H 2.7375 2.0066 -3.8259 -0.026 -0.070 0.020
H 3.9414 0.7269 -4.0931 -0.006 -0.017 -0.036
H 3.2422 0.9434 -2.4833 0.006 -0.039 -0.041
H 1.5259 0.6439 -5.8687 0.012 -0.016 0.039
H -0.0364 -1.6242 -5.7566 0.037 -0.012 0.062
H 1.2653 -3.9292 -3.9995 -0.087 -0.016 0.016
H -0.6737 -3.4218 -4.2468 0.079 0.047 -0.010
H 1.2995 -5.4612 -2.1364 -0.032 0.044 -0.002
H 0.1226 -5.8670 0.3229 0.000 0.081 0.004
H -1.9025 -4.8213 1.4076 -0.005 -0.013 -0.017
H -2.6573 -3.3988 0.6356 -0.036 -0.024 -0.027
H -1.2595 -3.1881 1.6964 0.000 0.001 -0.006
C -4.9842 3.1965 -3.7325 -0.032 -0.038 0.017
O -5.7630 2.4114 -2.8477 0.011 0.117 -0.116
C -5.1058 1.7628 -1.8539 0.028 -0.083 0.085
C -5.9235 0.9940 -0.9982 -0.044 0.026 -0.058
C -5.3333 0.3134 0.0249 0.003 -0.031 0.065
C -3.9414 0.3382 0.2669 0.092 0.002 0.030
C -3.3943 -0.4122 1.3758 -0.130 0.000 -0.089
C -4.3332 -1.0968 2.3455 -0.024 -0.029 0.028
O -2.1886 -0.5458 1.6055 0.274 -0.036 0.053
C -3.1097 1.1022 -0.6150 -0.135 0.064 0.043
O -1.8395 1.1993 -0.4990 0.023 -0.017 -0.326
C -3.7490 1.8195 -1.6661 0.059 0.013 -0.029
H -5.6818 3.6510 -4.4304 -0.025 -0.003 -0.004
H -4.2679 2.5822 -4.2831 0.001 -0.024 0.009
H -4.4437 3.9804 -3.1963 -0.009 0.008 0.017
H -6.9889 0.9521 -1.1808 0.033 0.007 0.006
H -5.9656 -0.2872 0.6664 0.017 0.031 -0.003
H -5.0930 -0.4114 2.7223 -0.009 -0.040 -0.007
H -3.7425 -1.4832 3.1725 0.004 -0.002 -0.014
H -4.8384 -1.9318 1.8536 -0.007 0.040 0.006
H -3.0983 2.3797 -2.3227 -0.020 -0.003 0.024
S 1.8838 -3.8952 2.9143 0.042 -0.133 0.053
C 1.2055 -2.6569 2.1255 -0.122 0.117 -0.057
N 0.6725 -1.7794 1.5590 0.129 -0.218 0.230
S 3.1906 5.5100 -2.8213 0.045 -0.048 -0.037
C 2.3715 4.1199 -2.0497 -0.024 0.065 0.025
C 1.0869 3.7641 -2.4400 0.117 -0.009 -0.019
C 0.5136 2.6484 -1.8563 -0.023 -0.066 -0.087
N 1.1422 1.9015 -0.9463 -0.480 0.110 0.181
C 2.3678 2.2574 -0.5681 0.053 -0.035 -0.006
C 3.0186 3.3649 -1.0882 0.004 0.094 0.014
C 3.9392 4.5815 -4.1560 -0.063 0.086 0.056
C 3.2973 4.4694 -5.3806 0.054 -0.015 -0.032
C 3.8976 3.7070 -6.3736 0.072 -0.036 0.043
N 5.0605 3.0760 -6.2176 -0.035 0.040 0.045
C 5.6673 3.1972 -5.0375 -0.054 0.014 -0.055
C 5.1544 3.9370 -3.9806 0.005 -0.027 -0.049
H 0.5563 4.3326 -3.1921 -0.012 -0.005 0.026
H -0.4840 2.3231 -2.1251 -0.016 0.003 0.067
H 2.8468 1.6303 0.1702 -0.045 0.006 0.063
H 4.0058 3.6304 -0.7345 -0.036 -0.016 -0.014
H 2.3490 4.9612 -5.5509 0.004 -0.016 -0.013
H 3.4197 3.5939 -7.3412 -0.001 0.011 0.019
H 6.6117 2.6740 -4.9309 -0.018 0.011 0.012
H 5.6825 4.0027 -3.0388 0.004 -0.013 -0.013
```
Positions in Å, forces in eV/Å.

Values from the calculation:
* orbital gap (alpha / beta): 6.61 / 6.61 eV
* highest occupied orbital energy (alpha / beta): -4.81 / -4.82 eV
* E_tot: -4543.29297 hartree
* charge: -1
* 2S+1: 5

Charges per atom according to Löwdin partitioning, unit e: Ho 1.37; N -0.02; C -0.17; C -0.67; O 0.02; O -0.21; H 0.08; H 0.09; H 0.11; H 0.12; C -0.04; N -0.12; C -0.06; C -0.08; N -0.01; B -0.46; N -0.02; C -0.06; C -0.06; N -0.11; C -0.04; C -0.73; S 0.66; C -0.71; S 0.61; H 0.07; H 0.10; H 0.04; H 0.11; H 0.11; H 0.07; H 0.07; H 0.11; H 0.11; H 0.09; H 0.07; H 0.05; C -0.09; O -0.08; C -0.28; C -0.02; C -0.04; C -0.12; C -0.40; C -0.01; O -0.12; C -0.38; O -0.26; C 0.05; H 0.09; H 0.10; H 0.09; H 0.11; H 0.10; H 0.08; H 0.09; H 0.09; H 0.10; S 0.48; C -0.98; N -0.09; S 0.97; C -0.52; C -0.07; C -0.11; N 0.01; C -0.16; C -0.06; C -0.53; C -0.09; C -0.15; N 0.06; C -0.15; C -0.08; H 0.10; H 0.10; H 0.12; H 0.12; H 0.10; H 0.10; H 0.11; H 0.11